(1)
Computed, not measured: a structure of composition C18H44GeNO7PTeTi at a distorted geometry, with ωB97M-V/def2-TZVPD.

As for the net charge: +2. The HOMO-LUMO gap (spin up / spin down) is 0.2654 / 0.2654 Ha. The value obtained for the HOMO energy (spin up / spin down) is -13.19 / -13.19 eV. For the total energy, the calculation gives -4829.056400 a.u. The calculation puts the LUMO energy (spin up / spin down) at -5.970 / -5.968 eV.

Atoms and positions in Å:
1 Ti -0.2215 -0.0429 -0.3334
2 C 2.5236 0.7990 1.1703
3 O 1.6948 -0.2869 0.6873
4 C 2.0810 -1.5654 1.2259
5 C 0.7799 -2.2881 1.4069
6 O 0.0732 -2.1061 0.1597
7 C 0.2686 -3.2088 -0.7702
8 H 2.3405 0.9351 2.2346
9 H 2.2488 1.6951 0.6290
10 H 3.5671 0.5489 0.9824
11 H 2.6074 -1.4264 2.1704
12 H 2.7528 -2.0536 0.5175
13 H 0.1617 -1.8183 2.1729
14 H 0.8844 -3.3499 1.6234
15 H -0.0896 -4.1167 -0.2903
16 H 1.3275 -3.2936 -1.0145
17 H -0.3079 -2.9958 -1.6595
18 C -1.8578 0.4993 5.0192
19 C -0.5274 1.0519 4.5876
20 O -0.2638 0.8248 3.1502
21 P -1.1287 1.3979 1.9794
22 O -0.1560 1.5360 0.7574
23 Te -2.7448 -0.1548 1.2535
24 O -1.5577 2.8049 2.4768
25 C -1.8459 4.0025 1.6762
26 C -2.9842 3.7919 0.7175
27 H -1.9391 0.6242 6.0998
28 H -1.9444 -0.5622 4.7903
29 H -2.6952 1.0289 4.5640
30 H 0.3041 0.5502 5.0742
31 H -0.4393 2.1239 4.7505
32 H -0.9137 4.2718 1.1831
33 H -2.0790 4.7526 2.4259
34 H -2.7409 3.0334 -0.0298
35 H -3.1751 4.7335 0.1995
36 H -3.8955 3.4962 1.2360
37 N -3.8168 1.2474 -2.7206
38 C -2.9628 0.0942 -3.1701
39 C -1.7849 0.0581 -2.2237
40 O -1.2434 -1.0103 -1.8692
41 O -1.4042 1.1422 -1.7110
42 H -4.5639 1.4631 -3.3829
43 H -3.2189 2.0722 -2.5934
44 H -4.2314 1.0569 -1.8014
45 H -2.6340 0.2971 -4.1888
46 H -3.5549 -0.8158 -3.1400
47 C 2.5959 -1.9499 -4.9223
48 C 3.9529 -1.6872 -4.2875
49 C 4.0117 -0.4388 -3.4129
50 C 3.1260 -0.5371 -2.1482
51 Ge 1.4513 0.4370 -2.3131
52 C 1.6889 2.3793 -2.2626
53 C 2.1609 3.0437 -3.5632
54 C 1.1642 2.9519 -4.7112
55 C 1.6668 3.6476 -5.9676
56 H 2.6305 -2.8281 -5.5665
57 H 2.2705 -1.1062 -5.5363
58 H 1.8161 -2.1301 -4.1758
59 H 4.7112 -1.5983 -5.0676
60 H 4.2469 -2.5527 -3.6846
61 H 3.7387 0.4333 -4.0177
62 H 5.0463 -0.2692 -3.1099
63 H 3.6451 -0.1354 -1.2759
64 H 2.9302 -1.5928 -1.9328
65 H 0.6521 -0.0285 -3.5410
66 H 2.3986 2.5970 -1.4598
67 H 0.7360 2.8194 -1.9549
68 H 3.1238 2.6338 -3.8820
69 H 2.3553 4.0999 -3.3536
70 H 0.2159 3.4022 -4.3911
71 H 0.9410 1.9036 -4.9358
72 H 1.8477 4.7084 -5.7875
73 H 0.9556 3.5697 -6.7895
74 H 2.6085 3.2104 -6.3045

Cartesian forces, eV/Å:
1.056 -0.314 0.667
0.088 -0.109 -0.072
0.015 0.270 0.146
0.099 0.036 0.043
-0.149 -0.011 -0.138
-0.173 -0.073 -0.286
0.055 0.062 0.139
0.003 0.021 0.005
-0.016 0.013 -0.014
0.005 0.007 0.027
-0.059 0.031 0.019
-0.021 -0.037 -0.007
0.054 0.016 0.042
0.041 0.003 -0.014
-0.004 -0.022 -0.032
-0.007 -0.043 -0.008
-0.014 -0.002 -0.010
-0.034 -0.014 0.116
0.096 0.071 -0.247
0.090 -0.055 0.215
0.303 0.216 -0.455
-0.467 -0.108 0.329
-0.317 -0.156 -0.025
-0.206 0.301 0.071
0.207 -0.256 0.224
-0.117 0.078 -0.162
-0.032 -0.024 -0.007
0.015 -0.003 0.005
0.024 0.025 -0.028
-0.012 -0.013 0.017
-0.049 -0.001 0.055
-0.047 0.029 -0.091
-0.013 0.024 -0.025
0.065 -0.018 0.020
-0.009 -0.006 0.020
0.020 -0.005 0.037
0.010 0.058 0.005
-0.111 0.149 0.007
-0.153 0.163 0.005
-0.369 -0.251 -0.279
0.057 -0.006 -0.097
-0.008 -0.018 -0.010
0.028 -0.010 -0.026
0.000 -0.042 0.013
0.023 -0.059 -0.008
0.074 -0.055 0.021
-0.115 -0.025 -0.057
0.083 -0.053 0.033
-0.024 0.060 -0.007
0.207 -0.238 0.001
-0.293 0.095 -0.135
0.023 0.241 0.060
0.085 0.013 -0.015
-0.100 -0.004 0.020
0.055 0.046 -0.068
0.011 0.000 0.003
0.034 0.019 0.013
0.040 -0.001 0.022
-0.039 0.013 -0.032
0.012 0.015 0.002
0.005 -0.021 -0.002
-0.008 -0.016 0.038
0.020 0.043 -0.037
-0.021 0.027 0.021
-0.016 0.039 -0.093
0.020 -0.014 -0.021
0.000 -0.013 -0.009
-0.030 -0.048 0.019
-0.018 -0.001 0.000
0.013 0.006 -0.001
0.051 -0.007 -0.008
-0.010 -0.007 0.027
-0.017 -0.015 0.018
-0.011 -0.014 0.003

(2)
Computed, not measured: a structure of composition C18H45ClF2FeO12P3 at a distorted geometry, with ωB97M-V/def2-TZVPD.

Its expectation value of S² is 8.756. The HOMO-LUMO gap (spin up / spin down) is 0.3444 / 0.3241 Ha. The value obtained for the HOMO energy (spin up / spin down) is -8.87 / -8.74 eV. For the total energy, the calculation gives -4563.667310 a.u. The calculation puts the LUMO energy (spin up / spin down) at 0.506 / 0.076 eV. The multiplicity is 6.

Atoms and positions in Å:
1 Fe -1.1896 -0.5987 0.2125
2 F -0.1720 -2.2793 -0.3547
3 F -3.0328 -1.4148 0.4871
4 Cl -1.8489 1.6325 0.4881
5 C -2.1645 1.4942 5.4957
6 C -2.1197 -0.0090 5.5223
7 O -1.8709 -0.4283 4.2274
8 P -0.4025 -0.7370 3.5792
9 O -0.6407 -0.8773 2.1154
10 O 0.6108 0.5030 4.0064
11 C 1.2499 0.4749 5.2311
12 C 2.3209 1.5376 5.2368
13 O 0.1099 -2.0221 4.2847
14 C -0.5697 -3.2779 4.4764
15 C -1.7241 -3.4686 3.4678
16 H -3.2054 1.7787 5.3423
17 H -1.5584 1.9145 6.2983
18 H -1.6985 1.8122 4.5631
19 H -1.3922 -0.3703 6.2492
20 H -3.1192 -0.2966 5.8484
21 H 0.5750 0.7161 6.0523
22 H 1.7809 -0.4231 5.5469
23 H 3.0444 1.3103 4.4539
24 H 1.8446 2.4980 5.0394
25 H 2.7837 1.6263 6.2197
26 H 0.1163 -4.1123 4.6219
27 H -0.9738 -3.1884 5.4848
28 H -2.4776 -4.2217 3.6986
29 H -2.2292 -2.5439 3.1886
30 H -1.1389 -3.9294 2.6720
31 C -1.6684 3.3164 -4.6047
32 C -1.4600 2.4624 -3.4130
33 O -1.3768 1.1263 -3.9422
34 P -1.8755 -0.1625 -3.1805
35 O -1.4406 -0.3489 -1.7402
36 O -3.4717 0.0543 -3.4578
37 C -4.3732 -0.4838 -2.4880
38 C -5.7353 0.0277 -3.1058
39 O -1.4078 -1.3652 -4.1918
40 C -1.4653 -2.7113 -3.7876
41 C -0.7450 -3.4492 -4.8773
42 H -1.7099 4.3202 -4.1820
43 H -0.9980 2.9270 -5.3708
44 H -2.6559 3.0282 -4.9652
45 H -0.5643 2.8045 -2.8946
46 H -2.2355 2.5120 -2.6485
47 H -4.4272 -1.5578 -2.3104
48 H -4.3997 0.0295 -1.5268
49 H -5.9568 -0.6526 -3.9281
50 H -6.5896 -0.0650 -2.4353
51 H -5.5660 1.0984 -3.2195
52 H -0.8817 -2.8262 -2.8741
53 H -2.3922 -3.2479 -3.5850
54 H -1.4084 -3.5884 -5.7309
55 H 0.2199 -3.1151 -5.2587
56 H -0.4055 -4.4260 -4.5329
57 C 4.5188 1.7909 1.7351
58 C 3.0597 1.6497 1.7128
59 O 2.6668 2.0839 0.4330
60 P 1.9994 0.9718 -0.6627
61 O 0.8210 0.1747 -0.1248
62 O 3.3583 0.1646 -1.0004
63 C 3.4470 -1.2311 -1.2732
64 C 3.2609 -1.6339 -2.7479
65 O 1.7265 1.8891 -2.0138
66 C 2.7096 2.5915 -2.6197
67 C 3.3122 1.8330 -3.8135
68 H 5.0693 0.8589 1.6063
69 H 4.9236 2.4633 0.9787
70 H 5.0006 2.3420 2.5428
71 H 2.8048 0.6006 1.8623
72 H 2.4601 2.2552 2.3924
73 H 4.4035 -1.6456 -0.9547
74 H 2.9882 -1.8891 -0.5352
75 H 3.9199 -1.1670 -3.4799
76 H 3.4628 -2.6902 -2.9257
77 H 2.2248 -1.5790 -3.0819
78 H 2.0882 3.4259 -2.9450
79 H 3.3990 3.1726 -2.0073
80 H 2.6778 1.1523 -4.3812
81 H 3.6285 2.4032 -4.6870
82 H 4.1518 1.2061 -3.5134

Cartesian forces, eV/Å:
-1.234 -2.172 -0.324
-0.939 1.292 0.613
2.084 0.850 -0.282
0.099 -0.161 0.128
0.458 0.438 -0.734
-0.213 0.995 1.308
1.749 -1.482 -2.013
-2.149 1.350 -0.518
1.017 0.418 1.826
-1.904 -2.835 -1.980
1.494 0.779 2.638
-0.355 0.560 -0.297
1.513 0.319 -0.105
-2.557 0.327 1.752
1.707 -0.998 -0.402
0.154 0.630 0.798
-0.781 0.447 0.257
0.235 0.104 0.045
0.092 -0.308 -0.051
0.165 -0.858 -0.271
-0.419 -0.092 -0.061
-0.515 -0.710 -0.729
0.193 0.188 0.209
0.181 0.147 -0.212
0.156 -0.255 -0.090
0.423 0.333 -0.991
-0.234 0.174 0.208
0.186 0.082 0.698
0.219 -0.256 -0.125
-0.744 0.490 -1.029
-1.588 -0.816 0.393
0.148 -0.154 0.937
1.061 -1.409 0.507
-0.398 -0.347 0.080
-1.056 0.341 -3.431
2.449 -1.270 1.446
-3.814 1.429 0.109
0.676 -1.287 1.186
-1.516 3.048 1.268
2.479 -1.447 0.672
0.306 -1.516 -0.774
0.527 0.397 -1.084
0.508 1.171 -0.024
-0.232 0.453 -0.254
0.431 -0.819 0.003
-0.310 0.029 -0.177
0.799 -0.021 -0.408
1.282 -0.132 0.109
-0.043 0.944 -0.691
0.182 -0.176 0.379
-0.298 -0.194 -0.963
-0.059 0.213 0.330
-0.727 0.982 -0.301
0.113 -0.087 -0.134
-0.217 1.141 0.257
-0.679 -0.408 0.223
3.020 0.875 0.507
-0.844 -0.364 0.102
-2.542 -1.437 -3.894
-0.215 0.860 1.442
3.115 2.038 -1.513
-0.993 0.062 0.322
0.998 -1.986 -0.445
-0.686 -0.471 0.108
-1.694 -3.814 4.803
0.542 2.572 -3.096
0.713 -0.439 -0.428
-0.166 -0.079 0.066
-0.647 -0.183 -0.773
-0.532 -0.480 0.995
-0.323 -0.038 0.151
0.397 -0.066 0.304
1.163 1.277 -0.439
-1.926 0.573 -0.335
-0.050 0.583 0.387
0.221 -0.259 0.680
-0.109 0.577 0.040
0.329 0.390 -1.016
0.508 -0.996 0.553
-0.918 -0.142 0.869
0.410 0.921 0.572
0.124 0.162 0.119

(3)
Computed, not measured: a structure of composition C18H45ClInO5 at a distorted geometry, with ωB97M-V/def2-TZVPD.

As for the net charge: -1. The HOMO-LUMO gap is 0.2591 Ha. The value obtained for the HOMO energy is -4.71 eV. For the total energy, the calculation gives -1739.226136 a.u. The calculation puts the LUMO energy at 2.337 eV.

Atoms and positions in Å:
1 O 2.9077 0.3877 -1.8165
2 C 1.8308 0.6636 -2.1538
3 Cl 1.6185 2.3178 -2.8269
4 C 0.6935 -0.3175 -2.0676
5 In -1.3853 0.5539 -1.9932
6 H 0.8584 -0.8889 -1.1507
7 H 0.8209 -1.0190 -2.8989
8 H -1.5192 2.0020 -0.9493
9 H -2.0646 0.8478 -3.6375
10 H -2.4305 -0.7292 -1.2720
11 C 6.5190 4.5120 -7.0258
12 C 5.0047 4.4104 -6.9356
13 O 4.5215 3.0834 -6.9690
14 C 4.9510 2.2384 -5.9120
15 C 4.5238 2.7137 -4.5343
16 H 6.8898 3.9559 -7.8888
17 H 6.8240 5.5557 -7.1198
18 H 7.0029 4.1021 -6.1376
19 H 4.5625 4.9110 -7.7987
20 H 4.6315 4.9312 -6.0468
21 H 6.0373 2.0939 -5.9578
22 H 4.4997 1.2648 -6.1071
23 H 5.0268 3.6443 -4.2584
24 H 4.7699 1.9664 -3.7790
25 H 3.4517 2.9002 -4.5049
26 C 6.1949 -4.5341 -0.3240
27 C 4.8184 -4.5736 -0.9691
28 O 4.0020 -3.4729 -0.6326
29 C 4.4860 -2.1928 -1.0202
30 C 4.6534 -2.0377 -2.5207
31 H 6.1083 -4.3948 0.7550
32 H 6.7321 -5.4644 -0.5188
33 H 6.7982 -3.7128 -0.7145
34 H 4.2862 -5.4593 -0.6169
35 H 4.9013 -4.6706 -2.0580
36 H 5.4203 -1.9628 -0.4935
37 H 3.7493 -1.4727 -0.6740
38 H 5.4531 -2.6793 -2.9026
39 H 4.9045 -1.0074 -2.7697
40 H 3.7343 -2.3121 -3.0406
41 C -4.2010 -4.4490 2.4788
42 C -3.2487 -3.5288 1.7296
43 O -3.8928 -2.4636 1.0672
44 C -4.6051 -1.5541 1.8792
45 C -3.7345 -0.8281 2.8901
46 H -5.0008 -4.7912 1.8194
47 H -3.6642 -5.3179 2.8644
48 H -4.6673 -3.9424 3.3263
49 H -2.7413 -4.0998 0.9510
50 H -2.4675 -3.1485 2.3979
51 H -5.4453 -2.0574 2.3754
52 H -5.0390 -0.8226 1.1966
53 H -3.3489 -1.5096 3.6523
54 H -4.3087 -0.0518 3.3995
55 H -2.8770 -0.3683 2.3963
56 C -7.9792 2.3350 5.2387
57 C -7.3726 1.2566 6.1212
58 O -5.9694 1.1381 5.9890
59 C -5.2075 2.2792 6.3370
60 C -5.3656 2.6991 7.7891
61 H -7.6682 2.2010 4.2017
62 H -9.0685 2.2970 5.2889
63 H -7.6661 3.3334 5.5497
64 H -7.7821 0.2881 5.8310
65 H -7.6469 1.4107 7.1715
66 H -5.4344 3.1117 5.6621
67 H -4.1666 2.0083 6.1573
68 H -6.3729 3.0670 7.9951
69 H -4.6642 3.4988 8.0308
70 H -5.1821 1.8543 8.4551

Cartesian forces, eV/Å:
3.264 0.003 1.030
-2.279 -1.182 -0.438
-0.688 0.169 -0.084
-0.585 1.076 -0.150
-0.814 -0.179 -0.051
0.207 0.050 -0.095
-0.153 0.210 -0.089
0.227 -0.162 -0.151
0.305 0.032 0.216
0.267 0.132 -0.063
0.067 -0.101 0.132
0.017 0.049 0.009
-0.047 -0.063 -0.208
0.004 -0.070 0.224
0.162 0.289 -0.183
-0.036 0.046 -0.034
-0.019 -0.007 -0.014
0.006 0.059 0.012
-0.074 -0.110 -0.010
0.072 0.009 0.035
0.019 0.032 0.012
-0.053 0.071 -0.138
0.056 -0.050 0.049
-0.086 -0.014 -0.004
0.125 -0.118 -0.036
0.086 0.136 -0.058
0.004 -0.006 0.017
-0.071 -0.078 0.132
-0.038 0.128 -0.045
0.229 -0.257 -0.068
-0.034 -0.056 -0.006
-0.023 -0.003 0.010
0.022 -0.041 -0.025
-0.093 0.077 0.016
0.089 0.003 -0.005
0.062 -0.051 -0.068
-0.075 -0.131 0.023
0.022 0.045 -0.014
-0.073 0.013 0.054
-0.048 0.098 0.060
-0.086 0.106 0.129
0.002 -0.013 0.023
-0.104 -0.129 -0.180
0.017 0.139 0.049
0.136 -0.107 0.133
0.054 -0.026 -0.036
0.003 0.005 -0.023
0.032 -0.034 0.029
-0.020 0.122 -0.083
-0.022 -0.038 0.070
0.023 0.001 0.084
0.082 -0.096 -0.126
-0.054 0.033 0.047
-0.018 -0.021 -0.010
-0.077 0.027 -0.081
0.108 0.151 0.044
-0.095 0.047 -0.052
0.085 -0.205 -0.038
0.077 0.074 0.059
-0.220 0.010 0.026
-0.036 -0.059 0.010
0.012 -0.022 -0.003
-0.061 0.004 0.016
0.143 -0.044 0.002
-0.024 0.068 -0.003
-0.030 0.039 0.046
-0.064 -0.118 -0.082
0.033 0.056 0.006
0.013 -0.022 -0.020
0.070 0.006 -0.031